ORCA calculation (wB97M-V/def2-TZVPD) on 2 unconnected molecules or ions with the total composition C7H13N.

Last column: Löwdin charge in e.
Atoms and positions in Å:
C (1.11534, -0.47967, 1.71314)  -0.088
C (0.91957, -0.63826, 0.21102)  -0.247
C (-0.46852, -0.22767, -0.23659)  -0.278
C (-1.28450, -1.10917, -0.84964)  -0.095
N (-0.72495, -1.96444, -1.78948)  0.022
C (-1.00871, 1.09493, 0.22297)  -0.026
C (-0.20245, 2.23104, 0.34954)  -0.199
C (1.16594, 2.45923, 0.33472)  0.029
H (0.29699, -1.07773, 2.21148)  0.104
H (2.04578, -0.95431, 1.93963)  0.065
H (0.99140, 0.54740, 1.95790)  0.041
H (1.69477, -0.05037, -0.26508)  0.083
H (1.15878, -1.64410, -0.15971)  0.099
H (-1.11573, -4.48325, -0.38579)  0.015
H (0.19352, -1.62892, -2.13209)  0.093
H (-1.30303, -2.18357, -2.60185)  0.089
H (-0.39778, -4.36501, -0.63039)  0.003
H (-2.08748, 1.22675, 0.25195)  0.093
H (-0.74251, 3.06166, 0.77353)  0.087
H (1.47789, 3.28719, 0.95973)  0.055
H (1.86987, 1.99296, -0.33772)  0.055

Output
DFT total energy	-8954.12114	eV
energy above the lowest of the compared OMol25 structures with the same formula, charge and spin	560.7	kJ/mol
LUMO level	-0.870	eV
HOMO-LUMO gap	6.47	eV